Record 1
C37H34F5N4NdO7S as an isolated structure. Source: OMol25; level of theory: the ωB97M-V functional and the def2-TZVPD basis.

CARTESIAN COORDINATES (ANGSTROEM)
Nd 0.0005 0.5205 0.4837
O -2.0977 3.4288 2.8372
C -1.7067 3.0483 1.7290
O -1.7277 1.8544 1.2911
C -1.1595 4.1371 0.7631
C -1.2305 3.6773 -0.6974
C -0.9639 4.8495 -1.6562
C 0.5634 5.0479 -1.4854
C 0.8886 3.9475 -0.4607
O -0.0263 2.9090 -0.8352
C 0.3777 4.3851 0.9234
C 1.0334 3.5289 2.0214
O 1.4491 4.1023 3.0427
O 1.0898 2.2873 1.7840
H -1.7336 5.0438 0.9491
H -2.0979 3.0756 -0.9415
H -1.5499 5.7350 -1.4054
H -1.2111 4.5473 -2.6748
H 0.8262 6.0376 -1.1099
H 1.1013 4.8808 -2.4199
H 1.9093 3.5735 -0.4816
H 0.6054 5.4284 1.1340
C 0.8720 -3.1743 3.2369
C 0.9525 -2.5237 1.8617
O 1.1336 -1.3113 1.8288
C 0.8163 -3.3555 0.6873
C 0.8395 -4.7583 0.7864
C 0.7224 -5.5745 -0.3090
C 0.5739 -4.9874 -1.5817
C 0.5241 -3.6309 -1.7259
C 0.6051 -2.7348 -0.6028
O 0.4493 -1.4964 -0.7697
H 0.8802 -2.3764 3.9776
H 1.7291 -3.8285 3.4094
H -0.0447 -3.7595 3.3318
H 0.9577 -5.2120 1.7639
H 0.7461 -6.6527 -0.2031
H 0.4947 -5.6225 -2.4581
H 0.3897 -3.1733 -2.6982
N -3.0928 -1.7937 3.7162
C -3.3930 -2.7300 2.7552
C -4.2955 -3.7841 2.7300
C -4.3297 -4.5474 1.5757
C -3.4974 -4.2518 0.4905
C -2.6005 -3.2006 0.5201
C -2.5320 -2.4310 1.6807
N -1.7310 -1.3491 2.0090
C -2.1039 -0.9855 3.2063
C -1.5440 0.1056 3.9753
C -2.0513 0.6121 5.1380
S -1.0723 1.9024 5.6817
C -0.0455 1.6767 4.3009
N -0.4064 0.7193 3.5239
H -3.5630 -1.6500 4.5888
H -4.9423 -3.9956 3.5737
H -5.0185 -5.3810 1.5079
H -3.5627 -4.8621 -0.4019
H -1.9767 -2.9671 -0.3287
H -2.9482 0.3309 5.6674
H 0.7979 2.3399 4.1450
F -2.0666 -0.5404 -0.5722
C -1.8181 0.3926 -1.6376
F -2.9681 1.2077 -1.5495
C -2.1070 -0.3959 -2.9050
F -2.3514 0.4652 -3.9278
F -3.1789 -1.2390 -2.8616
F -1.0617 -1.1630 -3.2787
C 1.3512 0.9519 -5.2180
N 2.2391 0.6362 -4.1183
C 2.3016 -0.8063 -3.9265
C 1.8038 1.3086 -2.8848
C 2.8184 1.1849 -1.7599
C 4.1576 1.4468 -2.0574
C 5.1377 1.3020 -1.0875
C 4.7587 0.8990 0.1876
C 3.4171 0.6788 0.4751
C 2.3839 0.8075 -0.4748
H 1.7319 0.4921 -6.1356
H 1.3131 2.0342 -5.3632
H 0.3213 0.5936 -5.0511
H 2.8379 -1.2682 -4.7619
H 1.2979 -1.2517 -3.8558
H 2.8348 -1.0251 -3.0024
H 0.8403 0.9115 -2.5361
H 1.6476 2.3649 -3.1357
H 4.4268 1.7458 -3.0666
H 6.1801 1.4902 -1.3261
H 5.5139 0.7649 0.9587
H 3.1646 0.3798 1.4910

Calculated values
* expectation value of S²: 3.75
* LUMO (spin up / spin down): 3.876 / 3.876 eV
* HOMO energy (spin up / spin down): -2.00 / -1.99 eV
* net charge: -2
* 2S+1: 4

---

Record 2
C43H46AsClCsF6N4 as an isolated structure. Source: OMol25; level of theory: the ωB97M-V functional and the def2-TZVPD basis.

CARTESIAN COORDINATES (ANGSTROEM)
Cs -0.3645 2.4274 0.9173
N 0.6943 1.6586 4.3581
C 1.8917 1.8697 5.0074
C 2.0216 1.5147 6.3532
C 3.2152 1.6890 7.0340
C 4.3087 2.2313 6.3784
C 4.1795 2.5747 5.0357
C 3.0028 2.3991 4.3149
C 3.0009 2.7622 2.8535
C 3.3953 4.0695 2.5378
C 3.5784 4.4528 1.2179
C 3.3790 3.5110 0.2142
C 2.9551 2.2266 0.5515
C 2.7116 1.7818 1.8732
H -0.1361 1.5305 4.9096
H 0.5746 2.2350 3.5460
H 1.1597 1.0965 6.8630
H 3.2832 1.4009 8.0775
H 5.2504 2.3761 6.8945
H 5.0333 2.9792 4.5031
H 3.5367 4.7985 3.3310
H 3.8580 5.4732 0.9797
H 3.5405 3.7829 -0.8274
H 2.7623 1.5305 -0.2692
N 0.7392 -0.7393 2.2106
C 0.4549 -1.9023 2.8344
C 1.4481 -2.6360 3.5123
C 1.1730 -3.8604 4.0933
C -0.1074 -4.3965 4.0289
C -1.0942 -3.6766 3.3589
C -0.8590 -2.4551 2.7358
C -1.9576 -1.7626 1.9787
C -2.8960 -2.5790 1.3345
C -3.9865 -2.0428 0.6630
C -4.1232 -0.6633 0.6100
C -3.1565 0.1267 1.2251
C -2.0446 -0.3399 1.9487
H 1.5841 -0.1845 2.3720
H -0.1224 -0.2153 2.0282
H 2.4404 -2.2034 3.5782
H 1.9625 -4.3911 4.6159
H -0.3422 -5.3422 4.5032
H -2.1023 -4.0767 3.3324
H -2.7718 -3.6592 1.3494
H -4.7162 -2.6897 0.1863
H -4.9649 -0.2137 0.0890
H -3.3197 1.2094 1.1858
C -1.3351 -6.0043 -0.8719
C -1.4686 -4.8694 -1.8873
C -2.9467 -4.4729 -1.9756
C -0.9994 -5.3777 -3.2583
C -0.6144 -3.6623 -1.5067
C 0.3056 -3.6835 -0.4688
C 1.1001 -2.5669 -0.2324
N 1.0300 -1.4543 -0.9466
C 0.1248 -1.4139 -1.9214
C -0.7039 -2.4800 -2.2384
C 0.1238 -0.1464 -2.7049
C 0.0283 -0.1707 -4.0897
C 0.1678 1.0011 -4.8294
C 0.4496 2.1541 -4.1158
C 0.4990 2.0903 -2.7280
N 0.2986 0.9915 -2.0229
C 0.0250 0.9732 -6.3477
C 0.1686 2.3659 -6.9610
C 1.1047 0.0620 -6.9440
C -1.3633 0.4268 -6.7064
H -1.9799 -6.8349 -1.1697
H -1.6331 -5.6808 0.1267
H -0.3116 -6.3796 -0.8159
H -3.5518 -5.3513 -2.2173
H -3.1207 -3.7238 -2.7493
H -3.2892 -4.0546 -1.0307
H -1.5946 -6.2428 -3.5648
H 0.0509 -5.6752 -3.2244
H -1.1052 -4.6034 -4.0204
H 0.4211 -4.5400 0.1804
H 1.8194 -2.5707 0.5763
H -1.4249 -2.3768 -3.0401
H -0.1259 -1.1226 -4.5821
H 0.6055 3.1073 -4.5995
H 0.6731 3.0034 -2.1685
H 1.1524 2.7941 -6.7611
H -0.5874 3.0525 -6.5757
H 0.0444 2.3023 -8.0442
H 2.1012 0.4294 -6.6922
H 1.0119 0.0313 -8.0328
H 1.0191 -0.9573 -6.5663
H -2.1474 1.0580 -6.2840
H -1.5065 -0.5837 -6.3227
H -1.4887 0.3998 -7.7919
F 0.0269 5.1986 1.6245
As -0.8989 5.9602 2.9161
F 0.0553 7.3922 2.7388
F 0.1918 5.3229 4.0904
F -1.8521 6.7188 4.1486
F -1.8665 4.5011 3.0427
F -2.0108 6.5374 1.6958
Cl -2.4632 3.9796 -1.9744
C -3.3059 3.8754 -0.5017
H -3.9829 3.0491 -0.3677
H -2.9902 4.5432 0.2848

Calculated values
* expectation value of S²: 0.75
* LUMO (spin up / spin down): 3.254 / 3.253 eV
* HOMO energy (spin up / spin down): -1.45 / -1.45 eV
* net charge: -2
* energy above the lowest of the compared OMol25 structures with the same formula, charge and spin: 314.9 kJ/mol
* 2S+1: 2